# 1
3 unconnected molecules or ions with the total composition C10H21NO in a non-equilibrium geometry, computed with ωB97M-V/def2-TZVPD.

Results
Electronic energy ... -523.07037 hartree
Largest force on an atom ... 9.42 eV/Å
Relative energy (zero: lowest compared OMol25 entry of this formula, charge and spin) ... 15.406 eV
HOMO level ... -7.418 eV
Molecular weight ... 171.284 g mol⁻¹
Charge ... 0
Orbital gap ... 7.6 eV

Cartesian coordinates (Å):
1 C 2.56 -0.08 0.68
2 C 1.73 0.73 1.54
3 C 0.11 0.94 1.10
4 C 0.13 1.40 -0.30
5 C 0.56 0.19 -1.47
6 C -0.79 -0.50 -1.92
7 C -2.30 -0.03 -1.81
8 C -2.67 -0.62 -0.48
9 C -2.07 -0.30 0.85
10 C -0.66 -0.60 0.94
11 H 2.38 -1.60 -0.88
12 H 2.43 -2.23 0.82
13 H 3.45 -0.22 1.28
14 H 2.87 0.67 -0.16
15 H 1.49 0.25 2.62
16 H 3.27 2.13 1.26
17 H -0.60 1.53 1.84
18 H -0.82 1.71 -0.50
19 H 0.93 2.34 -0.27
20 H 1.59 0.84 -2.58
21 H 1.41 -0.78 -0.52
22 H -0.76 -1.40 -1.01
23 H -0.79 -0.80 -3.05
24 H -2.74 -0.66 -2.65
25 H -2.55 0.93 -1.81
26 H -2.85 -1.86 -0.58
27 H -3.89 -0.37 -0.16
28 H -2.16 0.80 1.01
29 H -2.77 -0.79 1.59
30 H -0.75 -1.04 1.95
31 H 0.02 -1.19 0.36
32 N 2.04 -1.33 0.26
33 O 2.23 1.94 2.05

How positive or negative is each atom? The natural (NBO) charges in e answer that: -0.294, 0.091, -0.193, -0.471, -0.481, -0.499, -0.445, -0.355, -0.434, -0.463, 0.460, 0.434, 0.214, 0.233, 0.166, 0.413, 0.228, 0.183, 0.200, 0.109, 0.361, 0.213, 0.225, 0.215, 0.206, 0.193, 0.180, 0.199, 0.215, 0.214, 0.237, -0.900, -0.656

=====

# 2
C10H21NO2 in the gas phase in a non-equilibrium geometry, computed with ωB97M-V/def2-TZVPD.

Results
Electronic energy ... -598.72161 hartree
Largest force on an atom ... 2.97 eV/Å
Relative energy (zero: lowest compared OMol25 entry of this formula, charge and spin) ... 4.740 eV
HOMO level ... -8.456 eV
Molecular weight ... 187.283 g mol⁻¹
Charge ... 0
Orbital gap ... 9.3 eV
SMILES ... CC(C)(C)OOCN1CCCCC1

Cartesian coordinates (Å):
1 C -2.81 -0.16 1.69
2 C -2.85 -0.01 0.13
3 C -4.16 -0.32 -0.53
4 C -2.32 1.38 -0.20
5 O -2.00 -1.08 -0.40
6 O -0.60 -0.95 0.09
7 C 0.07 -0.50 -1.15
8 N 1.46 -0.27 -1.00
9 C 2.27 -1.35 -0.63
10 C 2.82 -1.25 0.78
11 C 3.70 0.08 0.89
12 C 3.21 1.18 -0.10
13 C 1.72 1.05 -0.47
14 H -3.32 0.71 2.16
15 H -3.12 -1.15 1.92
16 H -1.75 -0.06 1.90
17 H -5.03 0.25 -0.23
18 H -4.00 -0.28 -1.60
19 H -4.42 -1.39 -0.28
20 H -1.26 1.53 0.16
21 H -2.34 1.57 -1.28
22 H -3.10 2.09 0.24
23 H -0.14 -1.25 -1.87
24 H -0.42 0.38 -1.50
25 H 3.14 -1.44 -1.32
26 H 1.71 -2.26 -0.87
27 H 1.91 -1.18 1.44
28 H 3.53 -2.04 1.19
29 H 4.76 -0.16 0.51
30 H 3.81 0.47 1.90
31 H 3.77 1.17 -1.05
32 H 3.27 2.18 0.32
33 H 1.38 1.73 -1.25
34 H 1.11 1.32 0.41

How positive or negative is each atom? The natural (NBO) charges in e answer that: -0.639, 0.258, -0.638, -0.655, -0.309, -0.318, 0.100, -0.461, -0.219, -0.421, -0.400, -0.420, -0.203, 0.206, 0.217, 0.226, 0.225, 0.219, 0.225, 0.227, 0.209, 0.221, 0.173, 0.173, 0.170, 0.216, 0.207, 0.222, 0.200, 0.212, 0.204, 0.213, 0.194, 0.167

=====

# 3
A molecular structure, C10H21NSi in a non-equilibrium geometry, computed with ωB97M-V/def2-TZVPD.

Results
Electronic energy ... -737.77163 hartree
Largest force on an atom ... 4.22 eV/Å
Relative energy (zero: lowest compared OMol25 entry of this formula, charge and spin) ... 3.734 eV
HOMO level ... -7.818 eV
Molecular weight ... 183.371 g mol⁻¹
Charge ... 0
Orbital gap ... 8.7 eV

Cartesian coordinates (Å):
1 C 0.60 -0.01 2.14
2 C -0.70 -0.27 1.91
3 C 1.63 0.36 1.13
4 C 1.35 -0.38 -0.21
5 C 1.59 1.84 1.06
6 C 2.47 0.12 -1.19
7 C 1.19 -1.92 -0.19
8 C -0.49 -0.14 -2.29
9 C -2.80 1.66 0.32
10 C -2.70 -1.38 -0.20
11 N -0.35 0.10 -0.84
12 Si -1.65 0.08 0.34
13 H 0.92 -0.13 3.27
14 H -1.26 -0.58 2.92
15 H 2.63 0.08 1.56
16 H 0.61 2.38 0.92
17 H 2.30 2.27 0.37
18 H 2.04 2.16 1.94
19 H 2.40 -0.41 -2.25
20 H 3.41 -0.13 -0.78
21 H 2.35 1.26 -1.13
22 H 2.11 -2.32 0.36
23 H 1.05 -2.41 -1.32
24 H 0.33 -2.27 0.37
25 H 0.12 0.53 -2.91
26 H 0.05 -1.08 -2.49
27 H -1.58 -0.24 -2.65
28 H -2.45 2.25 1.08
29 H -2.68 2.07 -0.67
30 H -3.86 1.46 0.47
31 H -2.13 -2.31 -0.44
32 H -3.39 -1.57 0.49
33 H -3.09 -1.05 -1.12

How positive or negative is each atom? The natural (NBO) charges in e answer that: -0.108, -0.709, -0.367, 0.303, -0.594, -0.672, -0.662, -0.411, -1.072, -1.103, -0.957, 1.788, 0.202, 0.230, 0.228, 0.227, 0.205, 0.213, 0.222, 0.216, 0.232, 0.212, 0.217, 0.232, 0.185, 0.171, 0.204, 0.226, 0.238, 0.233, 0.231, 0.219, 0.223

=====

Repeat the third record exactly.
A molecular structure, C10H21NSi in a non-equilibrium geometry, computed with ωB97M-V/def2-TZVPD.

Results
Electronic energy ... -737.77163 hartree
Largest force on an atom ... 4.22 eV/Å
Relative energy (zero: lowest compared OMol25 entry of this formula, charge and spin) ... 3.734 eV
HOMO level ... -7.818 eV
Molecular weight ... 183.371 g mol⁻¹
Charge ... 0
Orbital gap ... 8.7 eV

Cartesian coordinates (Å):
1 C 0.60 -0.01 2.14
2 C -0.70 -0.27 1.91
3 C 1.63 0.36 1.13
4 C 1.35 -0.38 -0.21
5 C 1.59 1.84 1.06
6 C 2.47 0.12 -1.19
7 C 1.19 -1.92 -0.19
8 C -0.49 -0.14 -2.29
9 C -2.80 1.66 0.32
10 C -2.70 -1.38 -0.20
11 N -0.35 0.10 -0.84
12 Si -1.65 0.08 0.34
13 H 0.92 -0.13 3.27
14 H -1.26 -0.58 2.92
15 H 2.63 0.08 1.56
16 H 0.61 2.38 0.92
17 H 2.30 2.27 0.37
18 H 2.04 2.16 1.94
19 H 2.40 -0.41 -2.25
20 H 3.41 -0.13 -0.78
21 H 2.35 1.26 -1.13
22 H 2.11 -2.32 0.36
23 H 1.05 -2.41 -1.32
24 H 0.33 -2.27 0.37
25 H 0.12 0.53 -2.91
26 H 0.05 -1.08 -2.49
27 H -1.58 -0.24 -2.65
28 H -2.45 2.25 1.08
29 H -2.68 2.07 -0.67
30 H -3.86 1.46 0.47
31 H -2.13 -2.31 -0.44
32 H -3.39 -1.57 0.49
33 H -3.09 -1.05 -1.12

How positive or negative is each atom? The natural (NBO) charges in e answer that: -0.108, -0.709, -0.367, 0.303, -0.594, -0.672, -0.662, -0.411, -1.072, -1.103, -0.957, 1.788, 0.202, 0.230, 0.228, 0.227, 0.205, 0.213, 0.222, 0.216, 0.232, 0.212, 0.217, 0.232, 0.185, 0.171, 0.204, 0.226, 0.238, 0.233, 0.231, 0.219, 0.223

=====

Among the records above, which one has the highest orbital gap? C10H21NO2

=====

The lowest HOMO level belongs to which entry? C10H21NO2

=====

Look up the charge of the third one. 0